Below is C18H48AgBrN4O5 as an isolated structure in a non-equilibrium geometry, with properties calculated with ωB97M-V/def2-TZVPD.

Values from the calculation:
Total charge   +1
Lowest unoccupied orbital energy (spin up / spin down)   -2.8 / -7.2 eV
Multiplicity   2
Highest occupied orbital energy (spin up / spin down)   -11.3 / -11.3 eV
Total energy   -109674.7072 eV

```
77
Properties=species:S:1:pos:R:3:lowdin_charge:R:1
Ag 2.854 -1.901 1.540 0.64
Br 0.806 -0.261 0.526 0.10
C -1.484 2.526 -2.269 -0.07
C -0.663 1.665 -3.192 -0.45
C -0.659 2.199 -4.593 -0.22
O -1.973 2.077 -5.100 -0.19
C -2.111 2.737 -6.324 -0.12
N 0.727 1.550 -2.659 0.03
H -1.684 2.034 -1.313 0.05
H -2.465 2.706 -2.712 0.08
H -0.957 3.467 -2.100 0.09
H -1.132 0.663 -3.207 0.14
H 0.027 1.634 -5.246 0.13
H -0.371 3.265 -4.600 0.13
H -1.921 3.817 -6.213 0.09
H -3.132 2.602 -6.662 0.09
H -1.414 2.350 -7.080 0.09
H 0.671 0.993 -1.802 -0.06
H 1.274 0.919 -3.257 0.06
C -3.386 -0.748 -0.083 -0.04
C -3.501 -1.067 1.416 -0.42
C -3.549 -2.530 1.687 -0.23
O -4.625 -3.051 0.932 -0.19
C -4.577 -4.443 0.848 -0.12
N -2.415 -0.470 2.204 0.04
H -3.107 0.284 -0.284 0.06
H -4.308 -0.956 -0.636 0.08
H -2.658 -1.426 -0.560 0.08
H -4.447 -0.667 1.798 0.15
H -3.701 -2.691 2.761 0.13
H -2.618 -3.028 1.359 0.13
H -3.758 -4.760 0.189 0.09
H -5.506 -4.771 0.388 0.09
H -4.481 -4.890 1.841 0.09
H -2.588 0.539 2.251 0.04
H -1.556 -0.527 1.645 -0.04
C 1.153 3.210 3.647 -0.04
C -0.253 2.627 3.606 -0.34
C -1.039 3.154 2.423 -0.16
O -2.309 2.511 2.459 -0.24
C -3.261 3.166 1.643 -0.08
N -0.149 1.150 3.565 0.29
H 1.774 2.660 4.347 0.08
H 1.106 4.249 3.975 0.10
H 1.602 3.168 2.652 0.09
H -0.819 2.830 4.518 0.16
H -0.573 2.927 1.456 0.14
H -1.232 4.226 2.570 0.15
H -3.509 4.157 2.045 0.10
H -4.175 2.575 1.644 0.10
H -2.912 3.258 0.607 0.09
H 0.356 0.828 2.724 -0.03
H -1.057 0.676 3.539 0.09
C 2.480 -5.376 0.885 -0.10
O 2.465 -4.064 0.381 -0.27
C 2.730 -4.042 -1.018 -0.21
C 2.964 -2.614 -1.451 -0.22
N 3.964 -2.007 -0.585 -0.11
C 4.337 -0.643 -1.002 -0.19
C 5.061 0.096 0.111 -0.20
O 4.288 0.025 1.302 -0.31
C 4.550 1.032 2.257 -0.09
H 3.457 -5.843 0.702 0.10
H 1.701 -5.993 0.432 0.10
H 2.345 -5.339 1.963 0.09
H 1.903 -4.502 -1.574 0.14
H 3.621 -4.651 -1.245 0.13
H 2.031 -2.053 -1.436 0.07
H 3.329 -2.602 -2.488 0.13
H 4.813 -2.565 -0.580 0.13
H 3.498 -0.067 -1.390 0.11
H 5.060 -0.680 -1.838 0.13
H 5.216 1.144 -0.147 0.13
H 6.029 -0.389 0.297 0.13
H 5.390 0.763 2.905 0.10
H 3.645 1.177 2.835 0.07
H 4.813 1.978 1.768 0.09
```

***

Below is C9H36BeN18O9 as an isolated structure in a non-equilibrium geometry, with properties calculated with ωB97M-V/def2-TZVPD.

Values from the calculation:
Total charge   +2
Lowest unoccupied orbital energy   -4.3 eV
ΔE to the lowest compared entry with this formula, charge and spin   7.041 eV
Highest occupied orbital energy   -13.7 eV
Total energy   -55558.2033 eV

```
73
Properties=species:S:1:pos:R:3:lowdin_charge:R:1
Be 0.143 -0.268 0.123 1.00
C 1.894 2.323 1.543 -0.74
O 1.779 1.147 1.309 0.02
N 1.692 2.971 2.644 0.19
N 1.981 3.235 0.640 0.19
H 1.259 2.673 3.506 0.13
H 1.756 3.955 2.426 0.11
H 1.913 2.934 -0.321 0.09
H 1.886 4.228 0.798 0.13
C -3.607 -1.075 0.245 -0.71
O -2.360 -1.136 0.143 -0.01
N -4.401 -0.101 -0.018 0.18
N -4.372 -2.132 0.221 0.17
H -3.970 0.737 -0.382 0.12
H -5.372 -0.228 -0.265 0.13
H -5.373 -2.077 0.101 0.12
H -3.871 -3.009 0.240 0.12
C 3.489 -0.779 -0.869 -0.77
O 2.294 -0.981 -1.105 0.02
N 4.388 -1.298 -1.550 0.19
N 3.944 -0.105 0.178 0.19
H 5.319 -1.337 -1.160 0.13
H 4.244 -1.307 -2.549 0.14
H 3.327 0.153 0.934 0.07
H 4.941 -0.198 0.308 0.11
C -1.577 -0.305 3.199 -0.74
O -0.759 0.189 2.385 -0.03
N -1.752 -1.607 3.246 0.20
N -2.222 0.352 4.088 0.21
H -0.955 -2.113 2.887 0.10
H -2.236 -1.966 4.056 0.12
H -2.911 -0.032 4.720 0.14
H -2.046 1.333 3.929 0.13
C 0.003 -3.662 -1.068 -0.79
O 0.358 -2.735 -0.392 0.03
N -1.183 -3.850 -1.520 0.20
N 0.767 -4.676 -1.200 0.20
H -1.379 -4.747 -1.941 0.12
H -1.939 -3.197 -1.377 0.11
H 1.634 -4.801 -0.698 0.14
H 0.344 -5.516 -1.566 0.12
C -1.550 2.934 -0.032 -0.68
O -1.125 1.772 -0.220 0.00
N -1.497 3.573 1.158 0.17
N -2.068 3.731 -0.887 0.19
H -1.682 4.561 1.254 0.11
H -1.087 3.042 1.913 0.09
H -2.267 4.686 -0.625 0.13
H -2.133 3.446 -1.854 0.11
C 1.831 -1.807 2.957 -0.70
O 1.095 -1.832 1.964 -0.01
N 3.160 -2.034 2.866 0.18
N 1.460 -1.514 4.159 0.20
H 3.430 -2.466 1.994 0.12
H 3.668 -2.100 3.736 0.11
H 2.143 -1.394 4.893 0.13
H 0.557 -1.064 4.111 0.10
C -1.390 -0.577 -3.308 -0.79
O -0.767 -0.576 -2.268 0.04
N -1.316 -1.561 -4.142 0.20
N -2.304 0.257 -3.628 0.18
H -0.812 -2.429 -4.026 0.12
H -1.940 -1.516 -4.935 0.12
H -2.478 0.977 -2.941 0.10
H -2.098 0.730 -4.497 0.13
C 1.343 2.120 -2.587 -0.78
O 1.108 1.605 -1.543 0.02
N 2.541 2.265 -3.049 0.19
N 0.594 3.004 -3.169 0.19
H 2.613 2.456 -4.038 0.13
H 3.195 2.025 -2.317 0.13
H -0.346 3.235 -2.882 0.09
H 1.055 3.458 -3.945 0.12
```

***

Below is C3H18HgO7 as an isolated structure in a non-equilibrium geometry, with properties calculated with ωB97M-V/def2-TZVPD.

Values from the calculation:
Total charge   0
Lowest unoccupied orbital energy   -0.5 eV
ΔE to the lowest compared entry with this formula, charge and spin   0.000 eV
Highest occupied orbital energy   -7.3 eV
Total energy   -21906.9430 eV

```
29
Properties=species:S:1:pos:R:3:nbo_charge:R:1
Hg 0.467 0.297 0.866 1.64
C -1.560 -1.399 -2.887 -0.63
C -1.694 -1.031 -1.419 -0.02
O -0.508 -0.705 -0.809 -1.06
H -2.533 -1.371 -3.386 0.20
H -1.113 -2.389 -3.020 0.18
H -0.924 -0.701 -3.437 0.21
H -2.156 -1.902 -0.912 0.12
H -2.471 -0.243 -1.368 0.13
C -2.196 1.459 1.802 -0.23
O -0.965 1.804 1.259 -0.98
H -2.306 0.382 2.022 0.12
H -2.368 2.010 2.744 0.13
H -3.045 1.702 1.142 0.14
O 1.727 1.439 2.777 -0.95
H 2.218 2.097 2.275 0.48
H 2.144 1.431 3.645 0.48
O 1.632 -0.624 -2.614 -1.00
H 1.688 -1.549 -2.869 0.46
H 0.984 -0.621 -1.873 0.51
O 1.235 1.975 -0.886 -0.96
H 2.125 2.229 -1.145 0.47
H 0.684 2.160 -1.653 0.50
O -0.080 -1.484 2.428 -0.96
H 0.403 -2.305 2.560 0.49
H -0.595 -1.355 3.230 0.49
O 2.683 -0.438 0.519 -0.96
H 3.279 -0.925 1.094 0.49
H 3.246 0.056 -0.085 0.50
```

***

Below is C5H8O in the gas phase in a non-equilibrium geometry, with properties calculated with ωB97M-V/def2-TZVPD.

Values from the calculation:
Total charge   0
Lowest unoccupied orbital energy   1.0 eV
ΔE to the lowest compared entry with this formula, charge and spin   2.202 eV
Highest occupied orbital energy   -9.6 eV
SMILES   CC1(C=O)CC1
Total energy   -7360.0535 eV

```
14
Properties=species:S:1:pos:R:3:nbo_charge:R:1
C -0.421 -0.698 1.326 -0.58
C -0.006 0.057 0.067 -0.19
C -0.070 -1.194 -0.766 0.44
O 0.858 -1.943 -0.946 -0.54
C -0.392 1.366 -0.563 -0.41
C 1.064 1.007 -0.355 -0.39
H -1.316 -0.351 1.839 0.23
H -0.707 -1.713 0.919 0.22
H 0.423 -0.895 1.988 0.24
H -1.115 -1.384 -1.078 0.11
H -0.810 1.325 -1.569 0.21
H -0.785 2.198 0.023 0.22
H 1.665 1.596 0.332 0.22
H 1.610 0.628 -1.216 0.22
```

***

Below is C24H33ClN2ORu as an isolated structure in a non-equilibrium geometry, with properties calculated with ωB97M-V/def2-TZVPD.

Values from the calculation:
Total charge   +2
Lowest unoccupied orbital energy (spin up / spin down)   -8.1 / -10.5 eV
ΔE to the lowest compared entry with this formula, charge and spin   0.502 eV
Multiplicity   5
Highest occupied orbital energy (spin up / spin down)   -13.6 / -13.5 eV
Total energy   -45534.5215 eV

```
62
Properties=species:S:1:pos:R:3:nbo_charge:R:1
C -0.781 0.125 -6.857 0.02
C 0.621 0.682 -7.156 -0.63
C -1.019 -1.258 -7.498 -0.63
C -1.910 1.121 -7.176 -0.63
Cl -0.803 -0.009 -5.103 -0.14
H -1.003 -1.232 -8.593 0.24
H -1.993 -1.656 -7.187 0.22
H -0.248 -1.963 -7.167 0.22
H 0.778 0.879 -8.215 0.24
H 1.375 -0.032 -6.796 0.21
H 0.745 1.612 -6.588 0.22
H -1.973 1.356 -8.238 0.24
H -1.726 2.043 -6.613 0.22
H -2.871 0.708 -6.838 0.21
C 0.554 -1.654 0.158 -0.22
C -0.147 -2.714 -0.534 -0.26
C 0.231 -2.626 -1.926 -0.27
H -0.801 -3.450 -0.081 0.29
C 1.149 -1.526 -2.068 -0.20
C 1.390 -0.973 -0.787 -0.16
H 2.087 -0.181 -0.543 0.28
H 0.549 -1.497 1.235 0.29
H -0.028 -3.353 -2.693 0.30
H 1.632 -1.224 -2.999 0.30
C -2.955 0.253 -0.652 -0.22
C -2.685 -1.055 -0.069 -0.28
C -2.920 -2.026 -1.135 -0.24
H -2.407 -1.252 0.950 0.29
C -3.289 -1.295 -2.323 -0.19
C -3.310 0.087 -2.012 -0.14
H -3.594 0.890 -2.691 0.29
H -2.965 1.191 -0.094 0.28
H -2.911 -3.102 -1.030 0.28
H -3.565 -1.741 -3.278 0.29
Ru -1.054 -1.038 -1.264 1.06
C 4.671 0.700 5.677 -0.62
C 3.259 1.074 6.075 -0.21
N 2.268 0.842 5.049 -0.43
C 1.303 -0.259 5.280 -0.21
C 0.274 0.045 6.355 -0.62
C 2.253 1.647 3.939 0.64
O 3.208 2.316 3.588 -0.57
C 0.908 1.704 3.237 -0.10
C -0.183 2.291 3.889 -0.12
C -1.444 2.057 3.373 -0.22
C -1.554 1.267 2.217 0.02
N -0.508 0.837 1.524 -0.44
C 0.728 1.110 1.974 0.03
H 4.741 -0.371 5.443 0.20
H 5.351 0.923 6.509 0.23
H 4.973 1.287 4.802 0.24
H 2.939 0.496 6.943 0.20
H 3.241 2.142 6.332 0.21
H 0.807 -0.516 4.333 0.19
H 1.901 -1.126 5.597 0.22
H -0.320 0.931 6.102 0.20
H -0.410 -0.807 6.437 0.22
H 0.756 0.204 7.328 0.23
H -0.008 2.899 4.793 0.26
H -2.350 2.423 3.856 0.25
H -2.545 1.001 1.836 0.19
H 1.589 0.796 1.370 0.21
```

***

Below is F8H4N4NaO18S8 as an isolated structure in a non-equilibrium geometry, with properties calculated with ωB97M-V/def2-TZVPD.

Values from the calculation:
Total charge   -2
Lowest unoccupied orbital energy (spin up / spin down)   2.8 / -2.3 eV
Multiplicity   2
Highest occupied orbital energy (spin up / spin down)   -4.9 / -4.9 eV
Total energy   -155713.6746 eV

```
43
Properties=species:S:1:pos:R:3:nbo_charge:R:1
Na -1.130 -0.107 -0.119 0.93
N 3.572 0.944 -0.456 -1.03
S 2.586 1.642 0.465 2.39
O 3.070 2.383 1.643 -0.90
O 1.236 1.035 0.611 -0.97
F 2.211 2.791 -0.586 -0.51
S 3.935 -0.280 0.684 2.34
O 2.935 -1.350 0.891 -0.91
O 4.791 0.010 1.790 -0.89
F 5.026 -1.038 -0.238 -0.53
N 1.238 -3.873 -1.392 -0.75
S -0.038 -3.205 -2.257 2.33
O -0.226 -3.543 -3.649 -0.81
O -0.472 -1.843 -1.765 -0.80
F -1.050 -4.192 -1.554 -0.48
S 2.350 -3.343 -2.337 2.30
O 2.361 -1.875 -2.671 -0.61
O 2.897 -4.268 -3.353 -0.72
F 3.599 -3.444 -1.311 -0.46
N -1.478 1.204 -2.021 -1.21
S -2.023 0.616 -3.504 2.38
O -1.051 0.013 -4.460 -0.86
O -3.238 1.177 -4.040 -0.87
F -2.633 -0.724 -2.811 -0.52
S -0.398 2.084 -2.532 2.47
O -0.652 3.130 -3.507 -0.92
O 0.915 1.522 -2.654 -0.90
F -0.300 2.935 -1.165 -0.52
N -1.502 2.128 4.462 -1.05
S -0.456 1.116 3.491 2.36
O -1.117 0.682 2.245 -0.94
O 0.554 0.300 4.115 -0.86
F 0.458 2.303 3.033 -0.48
S -2.204 0.957 5.071 2.40
O -1.441 0.107 5.964 -0.92
O -3.289 0.339 4.293 -0.95
F -3.007 1.884 6.164 -0.54
O -2.713 2.115 0.124 -0.96
H -2.274 2.924 0.387 0.48
H -2.275 1.858 -0.687 0.46
O -2.776 -1.524 0.898 -0.97
H -3.065 -1.127 1.720 0.51
H -2.926 -2.462 1.020 0.47
```

***

- What is the total charge in the first record?
  +1